[1]
The following is a quantum chemistry calculation of 3 unconnected molecules or ions with the total composition C4H10O3, from the OMol25 dataset.

Element x y z (Å)
C 0.729 0.907 -1.955
C 0.891 0.910 -0.573
O 0.361 1.847 0.189
C 1.262 -0.373 0.027
C 1.295 -0.671 1.350
H 0.497 1.767 -2.573
H 0.928 0.015 -2.533
H 0.360 1.497 1.095
H 1.554 -1.069 -0.749
H 0.789 -0.124 2.140
H 1.790 -1.599 1.609
H -2.370 -1.796 -1.132
H -0.885 -1.368 -0.898
O -1.759 -1.470 -0.479
H -1.609 -0.204 1.211
H -1.873 1.301 1.423
O -1.961 0.428 1.847

molecular weight	106.1	g/mol
ΔE to the lowest compared entry with this formula, charge and spin	22.73	kcal/mol
<S²>	0.7747
HOMO-LUMO gap (spin up / spin down)	9.254 / 6.555	eV
total charge	+1
F_max	3.230	eV/Å
spin multiplicity	2
electronic energy	-383.75069	hartree
LUMO level (spin up / spin down)	-5.72 / -8.42	eV
HOMO level (spin up / spin down)	-0.5503 / -0.5502	hartree


[2]
The following is a quantum chemistry calculation of 5 unconnected molecules or ions with the total composition C5H17NO4, from the OMol25 dataset.

Element x y z (Å)
C -1.104 -1.475 2.071
C -1.652 -1.222 0.886
C -1.015 -0.451 -0.176
C -1.677 -0.144 -1.310
N -1.159 0.466 -2.418
C 0.127 1.130 -2.356
H -1.610 -2.028 2.853
H -0.125 -1.128 2.372
H -2.631 -1.641 0.671
H 0.008 -0.156 0.009
H -2.717 -0.432 -1.415
H -1.826 0.863 -3.054
H 0.942 0.409 -2.273
H 0.246 1.678 -3.289
H 0.212 1.825 -1.524
O -0.924 2.534 1.067
H -1.399 1.680 1.086
H 0.005 2.267 0.883
O 2.515 -0.632 1.443
H 2.230 -0.893 2.312
H 2.181 -1.328 0.819
O 1.412 -2.516 -0.294
H 1.821 -2.471 -1.172
H 0.464 -2.263 -0.404
O 1.731 1.851 0.582
H 2.323 2.470 0.987
H 1.979 0.940 0.882

molecular weight	155.2	g/mol
ΔE to the lowest compared entry with this formula, charge and spin	22.15	kcal/mol
HOMO-LUMO gap	8.370	eV
F_max	1.071	eV/Å
electronic energy	-556.39889	hartree
structure (SMILES)	C=C/C=C/NC.O.O.O.O
LUMO level	0.53	eV
HOMO level	-0.2881	hartree


[3]
The following is a quantum chemistry calculation of a single C19H26F3N3O3 molecule, from the OMol25 dataset.

Element x y z (Å)
C 2.043 -1.293 -5.752
O 2.798 -1.479 -4.563
C 2.688 -0.518 -3.655
O 2.143 0.540 -3.841
C 3.478 -0.809 -2.368
C 4.237 -2.142 -2.356
C 3.363 -3.406 -2.290
C 3.092 -3.829 -0.847
C 4.052 -4.547 -3.036
N 2.548 -0.630 -1.270
C 1.246 -1.002 -1.423
O 0.838 -1.482 -2.468
N 0.430 -0.844 -0.326
C 0.618 0.204 0.659
C -0.125 1.468 0.191
N -1.534 1.202 0.001
C -2.434 1.358 1.032
C -3.815 1.258 0.792
C -4.739 1.466 1.792
C -4.339 1.790 3.080
C -2.982 1.904 3.326
C -2.466 2.248 4.692
F -3.426 2.392 5.613
F -1.623 1.306 5.168
F -1.760 3.397 4.698
C -2.038 1.692 2.332
C -1.715 0.157 -0.989
C -0.980 -1.116 -0.544
H 0.978 -1.340 -5.516
H 2.324 -2.101 -6.422
H 2.267 -0.321 -6.197
H 4.213 0.007 -2.294
H 4.925 -2.136 -1.505
H 4.838 -2.168 -3.265
H 2.410 -3.200 -2.781
H 4.028 -4.029 -0.326
H 2.548 -3.062 -0.302
H 2.493 -4.736 -0.830
H 3.452 -5.452 -2.985
H 5.027 -4.757 -2.598
H 4.191 -4.288 -4.083
H 2.946 -0.516 -0.354
H 1.673 0.428 0.809
H 0.197 -0.151 1.605
H 0.015 2.295 0.886
H 0.285 1.766 -0.781
H -4.171 1.038 -0.202
H -5.791 1.384 1.567
H -5.058 1.952 3.865
H -0.998 1.783 2.599
H -2.769 -0.064 -1.138
H -1.288 0.499 -1.938
H -1.060 -1.885 -1.313
H -1.406 -1.485 0.395

molecular weight	401.4	g/mol
ΔE to the lowest compared entry with this formula, charge and spin	6.48	kcal/mol
HOMO-LUMO gap	8.505	eV
F_max	0.732	eV/Å
electronic energy	-1429.25045	hartree
structure (SMILES)	COC(=O)[C@H](CC(C)C)NC(=O)N1CCN(c2cccc(C(F)(F)F)c2)CC1
LUMO level	0.55	eV
HOMO level	-0.2922	hartree


[4]
The following is a quantum chemistry calculation of a molecular structure, C3H3O2Y, from the OMol25 dataset.

Element x y z (Å)
O -0.228 -0.905 0.166
C 0.900 -0.699 -0.039
O 2.063 -0.777 -0.073
Y 4.483 0.069 0.256
C -3.082 -0.227 0.115
C -3.958 -1.142 0.048
H -2.714 0.796 0.170
H -4.987 -0.741 0.131
H -3.799 -2.220 -0.065

molecular weight	160.0	g/mol
ΔE to the lowest compared entry with this formula, charge and spin	7.64	kcal/mol
<S²>	0.7504
HOMO-LUMO gap (spin up / spin down)	6.689 / 9.610	eV
total charge	+3
F_max	4.515	eV/Å
spin multiplicity	2
electronic energy	-303.57225	hartree
LUMO level (spin up / spin down)	-13.41 / -13.28	eV
HOMO level (spin up / spin down)	-0.7385 / -0.8411	hartree


[5]
The following is a quantum chemistry calculation of a molecular structure, C4H11AlNO, from the OMol25 dataset.

Element x y z (Å)
Al 23.263 20.500 8.032
C 18.205 20.631 7.202
C 19.848 20.782 7.014
C 20.203 21.718 5.891
O 21.514 21.416 5.549
C 21.901 21.750 4.212
N 20.409 21.192 8.231
H 17.920 20.036 8.067
H 17.940 20.101 6.279
H 17.742 21.621 7.182
H 20.158 19.766 6.716
H 20.151 22.804 6.137
H 19.473 21.609 5.075
H 21.144 21.611 3.435
H 22.840 21.245 3.994
H 22.131 22.848 4.264
H 20.231 22.201 8.416
H 19.982 20.803 9.097

molecular weight	116.1	g/mol
ΔE to the lowest compared entry with this formula, charge and spin	14.06	kcal/mol
HOMO-LUMO gap	4.647	eV
total charge	+3
F_max	3.018	eV/Å
electronic energy	-529.97613	hartree
LUMO level	-18.81	eV
HOMO level	-0.8620	hartree


[6]
The following is a quantum chemistry calculation of a single C27H27N3O5 molecule, from the OMol25 dataset.

Element x y z (Å)
C -3.252 -4.693 -0.386
O -1.915 -4.247 -0.327
C -1.592 -3.052 0.237
C -0.246 -2.881 0.505
C 0.257 -1.702 1.050
C 1.690 -1.537 1.262
O 2.521 -2.410 1.151
N 2.072 -0.234 1.589
C 3.504 0.013 1.701
C 4.257 -0.270 0.428
C 5.567 -0.724 0.492
C 6.284 -0.964 -0.665
C 5.697 -0.760 -1.903
C 4.390 -0.312 -1.975
C 3.678 -0.064 -0.815
C 1.214 0.796 1.892
O 1.605 1.925 2.144
N -0.124 0.492 1.933
C -1.007 1.460 2.558
C -1.662 2.396 1.533
O -2.837 2.308 1.233
N -0.811 3.307 1.045
C -1.185 4.211 -0.017
C -0.574 3.786 -1.360
C -0.927 2.357 -1.670
C -2.208 2.012 -2.081
C -2.530 0.692 -2.337
C -1.576 -0.301 -2.192
C -0.297 0.032 -1.779
C 0.018 1.353 -1.513
C -0.627 -0.672 1.377
C -1.983 -0.828 1.114
C -2.476 -1.981 0.522
O -3.784 -2.116 0.177
C -4.665 -1.036 0.400
H -3.737 -4.643 0.592
H -3.840 -4.126 -1.110
H -3.188 -5.733 -0.705
H 0.441 -3.678 0.267
H 3.898 -0.620 2.503
H 3.620 1.064 1.984
H 6.026 -0.894 1.455
H 7.303 -1.318 -0.602
H 6.255 -0.955 -2.807
H 3.921 -0.154 -2.935
H 2.658 0.282 -0.880
H -0.405 2.052 3.251
H -1.782 0.925 3.109
H 0.166 3.242 1.308
H -2.276 4.184 -0.075
H -0.861 5.224 0.240
H 0.511 3.896 -1.313
H -0.955 4.449 -2.139
H -2.956 2.783 -2.202
H -3.529 0.437 -2.662
H -1.823 -1.331 -2.402
H 0.450 -0.740 -1.669
H 1.015 1.620 -1.190
H -2.655 -0.012 1.311
H -5.619 -1.354 -0.019
H -4.789 -0.833 1.467
H -4.326 -0.127 -0.105

molecular weight	473.5	g/mol
ΔE to the lowest compared entry with this formula, charge and spin	0.00	kcal/mol
HOMO-LUMO gap	8.656	eV
F_max	0.842	eV/Å
electronic energy	-1585.62382	hartree
structure (SMILES)	COc1cc2c(=O)n(Cc3ccccc3)c(=O)n(CC(=O)NCCc3ccccc3)c2cc1OC
LUMO level	0.63	eV
HOMO level	-0.2950	hartree


[7]
The following is a quantum chemistry calculation of a molecular structure, C32H22ClCoNO9PS, from the OMol25 dataset.

Element x y z (Å)
Co 0.855 -1.699 1.924
O 1.087 -5.249 -0.461
C 0.890 -4.172 0.302
O 1.722 -3.768 1.075
C -0.441 -3.529 0.139
C -1.402 -3.956 -0.754
C -2.583 -3.233 -0.848
C -2.735 -2.093 -0.080
C -1.697 -1.701 0.752
N -0.599 -2.437 0.882
C -1.707 -0.371 1.520
O -2.690 0.356 1.348
O -0.681 -0.176 2.233
H 2.023 -5.472 -0.370
H -1.196 -4.818 -1.372
H -3.366 -3.537 -1.530
H -3.620 -1.474 -0.123
O 3.704 -1.525 -0.682
S 2.313 -1.221 -0.906
O 1.564 -2.216 -1.662
O 1.602 -0.768 0.317
C 2.267 0.230 -1.965
C 3.468 0.606 -2.551
C 3.502 1.632 -3.479
C 2.328 2.283 -3.821
C 1.129 1.917 -3.233
C 1.060 0.877 -2.306
P -0.579 0.427 -1.540
C -0.789 1.996 -0.595
C -0.284 1.996 0.706
C -0.368 3.136 1.491
C -0.959 4.289 0.989
C -1.466 4.294 -0.303
C -1.384 3.154 -1.090
C -1.697 0.616 -2.983
C -1.301 0.130 -4.233
C -2.214 0.020 -5.273
C -3.543 0.377 -5.079
C -3.951 0.838 -3.836
C -3.041 0.946 -2.793
H 4.368 0.081 -2.253
H 4.441 1.929 -3.928
H 2.348 3.083 -4.554
H 0.222 2.441 -3.510
H 0.163 1.090 1.102
H 0.013 3.117 2.505
H -1.027 5.179 1.604
H -1.929 5.191 -0.698
H -1.789 3.170 -2.096
H -0.275 -0.183 -4.385
H -1.889 -0.355 -6.237
H -4.258 0.288 -5.888
H -4.991 1.096 -3.668
H -3.375 1.270 -1.813
Cl 1.687 1.269 8.286
C 1.817 0.593 6.677
C 2.833 1.053 5.820
C 2.960 0.534 4.562
C 2.075 -0.471 4.082
O 2.237 -0.956 2.918
C 1.051 -0.923 4.978
C 0.162 -1.962 4.584
O 0.149 -2.541 3.500
C 0.947 -0.373 6.270
H 3.510 1.823 6.168
H 3.736 0.883 3.893
H -0.572 -2.304 5.328
H 0.169 -0.727 6.937

molecular weight	722.0	g/mol
ΔE to the lowest compared entry with this formula, charge and spin	10.98	kcal/mol
<S²>	0.7587
HOMO-LUMO gap (spin up / spin down)	7.623 / 7.642	eV
total charge	-1
F_max	0.761	eV/Å
spin multiplicity	2
electronic energy	-4547.26138	hartree
LUMO level (spin up / spin down)	2.30 / 2.32	eV
HOMO level (spin up / spin down)	-0.1955 / -0.1956	hartree


[8]
The following is a quantum chemistry calculation of 2 unconnected molecules or ions with the total composition C5H7NO, from the OMol25 dataset.

Element x y z (Å)
C 0.313 0.123 1.080
C -0.783 -2.370 -0.750
C 0.057 -1.002 1.473
C 0.646 1.226 -1.047
C 0.596 1.421 0.507
N -1.470 -1.435 -0.741
O -0.321 -2.214 1.805
H 0.875 2.304 -1.546
H -0.315 0.865 -1.196
H 1.270 0.502 -1.357
H -0.088 2.164 0.884
H 1.618 1.702 0.738
H -0.457 -2.704 0.991
H -1.939 -0.581 -0.842

molecular weight	97.1	g/mol
ΔE to the lowest compared entry with this formula, charge and spin	110.82	kcal/mol
HOMO-LUMO gap	9.729	eV
F_max	6.211	eV/Å
electronic energy	-324.54787	hartree
LUMO level	0.86	eV
HOMO level	-0.3261	hartree


[9]
The following is a quantum chemistry calculation of a single C11H18O2S molecule, from the OMol25 dataset.

Element x y z (Å)
C 0.460 -0.063 0.346
C -0.914 0.309 -1.649
C -1.087 1.352 -2.352
C 1.341 0.823 0.558
C -0.210 -2.201 -0.610
C -0.230 -1.287 0.733
C -2.186 1.285 -3.486
C 2.203 0.671 1.882
C 1.611 2.099 -0.288
C -1.550 -1.028 1.224
C 0.580 -2.070 1.795
O -0.612 -1.650 -3.186
O -2.595 -1.668 -1.781
S -1.180 -1.383 -1.922
H -0.717 2.423 -2.043
H 0.811 -2.187 -0.971
H -0.523 -3.226 -0.466
H -1.755 1.993 -4.146
H -3.177 1.591 -3.273
H -2.011 0.242 -3.805
H 1.641 0.166 2.681
H 3.130 0.172 1.522
H 2.515 1.666 2.323
H 1.543 2.998 0.331
H 2.617 2.132 -0.350
H 1.040 2.145 -1.229
H -1.861 -1.769 2.061
H -2.398 -1.030 0.392
H -1.497 -0.031 1.623
H 0.244 -3.067 1.939
H 0.489 -1.557 2.778
H 1.578 -2.148 1.478

molecular weight	214.3	g/mol
ΔE to the lowest compared entry with this formula, charge and spin	168.04	kcal/mol
HOMO-LUMO gap (spin up / spin down)	8.183 / 8.184	eV
F_max	6.756	eV/Å
electronic energy	-978.35316	hartree
LUMO level (spin up / spin down)	-0.01 / -0.01	eV
HOMO level (spin up / spin down)	-0.3012 / -0.3012	hartree


[10]
The following is a quantum chemistry calculation of 2 unconnected molecules or ions with the total composition C5H16N3S, from the OMol25 dataset.

Element x y z (Å)
C 0.143 2.880 0.685
C -1.553 1.124 0.595
N -0.904 2.056 -0.093
N -2.849 0.745 0.080
N -1.113 0.597 1.761
H -1.221 2.456 -1.057
H -3.417 0.025 0.492
H -3.035 0.890 -0.969
H -1.590 -0.298 2.216
H -0.050 0.651 1.856
H -0.326 3.742 1.221
H 0.859 3.420 -0.128
H 0.819 2.327 1.376
C 1.261 -2.294 -1.190
C -0.117 -2.921 -1.491
C 2.245 -0.065 0.475
S 0.838 -0.638 -0.572
H 1.815 -2.773 -0.368
H 1.732 -2.391 -2.169
H 0.092 -3.563 -2.459
H -0.992 -2.319 -1.712
H 2.648 -0.867 1.243
H 1.992 0.767 1.081
H 3.145 0.056 -0.123
H -0.423 -3.608 -0.751

molecular weight	150.3	g/mol
ΔE to the lowest compared entry with this formula, charge and spin	62.70	kcal/mol
HOMO-LUMO gap	8.799	eV
total charge	+1
F_max	4.462	eV/Å
electronic energy	-762.27380	hartree
LUMO level	-2.98	eV
HOMO level	-0.4329	hartree


[11]
The following is a quantum chemistry calculation of a gas-phase ion, C11H14NO2 (charge +1), from the OMol25 dataset.

Element x y z (Å)
C 0.464 -2.624 -0.981
C -0.595 -2.877 -0.105
C 1.081 -1.401 -0.991
C -1.019 -1.898 0.763
C 0.668 -0.384 -0.092
C -0.414 -0.640 0.788
C 1.185 0.894 -0.334
C -0.910 0.406 1.708
C -2.221 1.081 1.115
C 3.304 1.078 0.727
C -1.082 1.506 -2.171
N -1.847 1.754 -0.042
O 2.219 1.533 -0.113
O -1.762 0.953 -1.084
H 0.802 -3.397 -1.653
H -1.078 -3.841 -0.112
H 1.892 -1.201 -1.677
H -1.832 -2.095 1.446
H -1.219 -0.023 2.661
H -0.180 1.197 1.877
H -2.949 0.279 0.949
H -2.586 1.811 1.834
H 3.374 1.777 1.558
H 4.213 1.141 0.130
H 3.134 0.062 1.083
H 0.005 1.505 -1.896
H -1.376 2.539 -2.359
H -1.267 0.867 -3.031

molecular weight	192.2	g/mol
ΔE to the lowest compared entry with this formula, charge and spin	178.04	kcal/mol
HOMO-LUMO gap (spin up / spin down)	8.170 / 5.916	eV
total charge	+1
F_max	2.251	eV/Å
electronic energy	-632.31934	hartree
LUMO level (spin up / spin down)	-4.33 / -5.72	eV
HOMO level (spin up / spin down)	-0.4593 / -0.4274	hartree


[12]
The following is a quantum chemistry calculation of a molecular structure, C24H25Cl3IrNO3, from the OMol25 dataset.

Element x y z (Å)
C 2.066 -0.219 2.401
C 2.192 -0.966 1.206
C 1.795 -0.156 0.111
H 2.586 -1.974 1.115
C 1.398 1.163 0.632
C 1.591 1.086 2.084
H 1.401 2.085 0.058
C -0.965 -1.975 3.107
C 0.002 -2.851 2.587
C -0.007 -2.779 1.174
H 0.624 -3.516 3.188
C -1.034 -1.850 0.784
C -1.650 -1.301 2.018
H 1.941 -0.358 -0.950
H 1.563 1.968 2.721
H 2.322 -0.552 3.401
H -2.672 -0.934 2.059
H 0.564 -3.405 0.488
H -1.274 -1.937 4.142
Ir -0.337 0.156 1.078
C -1.670 -1.631 -0.555
C -3.189 -1.861 -0.456
C -1.057 -2.485 -1.654
H -3.403 -2.889 -0.105
H -3.636 -1.716 -1.445
H -3.675 -1.150 0.228
H -1.190 -3.561 -1.453
H 0.019 -2.273 -1.774
H -1.570 -2.237 -2.598
C -1.255 -0.144 -0.777
C -1.950 0.619 -1.889
H -0.197 -0.150 -1.091
H -1.733 0.534 0.081
O -3.140 0.357 -2.009
N -1.316 1.568 -2.632
C -0.142 2.390 -2.310
H -1.933 1.977 -3.325
C 1.147 1.753 -2.780
C 2.355 2.379 -2.454
H 2.320 3.334 -1.923
C 3.565 1.772 -2.784
H 4.501 2.250 -2.483
C 3.568 0.564 -3.495
H 4.518 0.092 -3.754
C 2.360 -0.026 -3.888
H 2.348 -0.958 -4.457
C 1.144 0.587 -3.552
H 0.195 0.164 -3.891
H -0.086 2.620 -1.222
H -0.275 3.358 -2.832
Cl -1.116 2.061 6.342
C -1.500 2.265 4.640
Cl -3.253 2.091 4.347
Cl -0.881 3.820 4.013
C -0.796 1.159 3.781
O -0.066 0.282 4.229
O -1.120 1.397 2.526

molecular weight	674.0	g/mol
<S²>	8.7765
HOMO-LUMO gap (spin up / spin down)	8.612 / 5.560	eV
total charge	+1
F_max	3.539	eV/Å
spin multiplicity	6
electronic energy	-2694.38863	hartree
LUMO level (spin up / spin down)	-2.10 / -6.69	eV
HOMO level (spin up / spin down)	-0.3938 / -0.4503	hartree